# 1
The following is a quantum chemistry calculation of a 9-piece molecular cluster, C33H48F3INO8S3 overall, from OMol25.

Results
ΔE to the lowest compared entry with this formula, charge and spin in kcal/mol: 0.0
Charge: -1
Highest occupied orbital energy in eV: -4.987
Energy in hartree: -3734.38149
Kohn-Sham gap in Eh: 0.258

XYZ file:
```
97
Properties=species:S:1:pos:R:3:forces:R:3:mulliken_charge:R:1
C 0.32113 -1.79510 -0.68714 2.62 2.78 -3.48 -0.498
C 1.30613 -1.10210 0.16786 -2.33 1.41 2.31 -0.062
O 1.37913 0.10190 0.11386 1.40 -1.56 0.54 -0.322
N 1.80913 -1.89810 1.42086 5.05 2.44 -2.59 0.690
H 1.11913 -2.42410 1.86286 -4.70 -0.58 2.65 0.085
H 2.25013 -2.80510 1.11686 1.28 1.02 -0.72 0.144
C 2.66213 -1.08410 2.40986 6.85 -2.96 -3.06 -0.453
H 0.38313 -2.78910 -0.64514 1.02 -4.14 -0.48 0.902
H 0.42613 -1.31610 -1.75214 0.25 -1.38 1.77 0.026
H -0.67687 -1.68610 -0.53214 -2.86 1.36 1.67 -0.237
H 3.48613 -0.29510 1.96486 -2.65 -2.28 0.38 -0.025
H 3.42913 -1.75410 3.10386 -2.32 1.04 -2.14 0.262
H 2.15313 -0.56910 3.05886 -3.60 2.61 3.19 0.097
I 4.02413 -4.00010 -0.61414 -0.15 0.29 0.18 -0.762
O -0.26487 -2.70510 2.42586 1.46 0.23 -1.94 -1.005
H -0.95187 -2.73610 3.03386 -1.64 -0.29 1.77 0.085
F 0.50413 -2.82510 -3.82314 -0.31 -0.08 -0.20 -0.305
C -0.72587 -2.82510 -4.38314 2.28 0.70 -1.83 0.610
C -0.85587 -2.45310 -5.71714 -6.35 -1.55 3.35 -0.916
C -2.14287 -2.32310 -6.27314 0.04 -1.04 3.60 -0.481
C -3.28987 -2.50310 -5.46614 -0.97 -1.65 -1.01 -0.436
C -3.11887 -2.99210 -4.14314 0.80 0.88 -1.68 -0.369
C -1.78387 -3.16010 -3.66614 -4.58 0.07 2.33 0.027
H -0.16987 -2.10610 -6.26414 6.00 2.01 -3.93 0.660
H -2.27587 -2.21910 -7.28714 -0.07 0.77 -2.16 0.486
H -4.29487 -2.53110 -6.06614 1.74 0.35 1.73 0.242
H -3.96487 -3.14610 -3.46514 0.41 -0.10 -0.34 0.447
H -1.82987 -3.32810 -2.59914 1.03 -0.40 0.10 0.001
F -7.23187 -3.06310 -0.13214 1.55 -0.39 -0.35 -0.356
C -5.85987 -3.12310 0.07686 0.52 1.21 1.15 0.378
C -5.37987 -2.34310 1.17186 1.10 -1.48 -0.48 -0.492
C -3.96687 -2.40010 1.42086 0.41 0.18 0.35 0.055
C -3.13287 -3.21510 0.59986 -0.55 -0.61 0.96 -0.414
C -3.65487 -4.02910 -0.42714 0.68 2.09 1.42 -0.639
C -4.96187 -3.86610 -0.72414 -3.45 -0.86 -3.18 -0.180
H -6.06787 -1.87810 1.89286 0.34 -0.02 -0.68 0.416
H -3.46087 -1.83510 2.32686 -1.28 -1.18 -2.10 0.089
H -2.10987 -3.39010 0.89086 0.44 0.51 0.22 0.496
H -3.07387 -4.65810 -1.06514 0.58 -0.25 -0.03 0.572
H -5.25387 -4.33410 -1.78114 -0.16 0.87 2.69 0.179
F 1.53013 2.85290 0.55986 0.92 -2.90 2.32 0.086
C 1.28913 3.83990 -0.18214 -2.19 4.15 -1.90 0.133
C 1.32913 5.16590 0.32286 1.34 0.71 0.27 -0.448
C 1.21413 6.27990 -0.54314 -1.36 -5.19 -1.95 -0.623
C 0.76213 5.99190 -1.85114 -1.27 4.14 -0.17 -0.301
C 0.42913 4.71390 -2.22914 0.66 1.77 -1.87 -0.614
C 0.76113 3.66090 -1.46414 -0.34 -3.95 -0.72 0.252
H 1.61213 5.44090 1.37086 -0.10 -0.95 -0.94 0.292
H 1.59213 7.17590 -0.28914 0.61 3.15 1.10 0.506
H 0.42113 6.94190 -2.53214 1.26 -2.55 1.47 0.154
H 0.17313 4.58390 -3.27814 -0.49 -0.23 0.30 0.342
H 0.52313 2.63590 -2.02914 0.98 1.89 2.08 0.232
C -2.49487 0.36690 -2.22814 0.94 1.91 -0.98 -0.946
C -3.80987 -0.38110 -2.09414 5.03 -5.27 -1.02 0.866
C -4.73887 0.43590 -1.49714 -4.64 4.37 0.68 -0.988
S -3.92187 1.48990 -0.37814 1.09 3.63 -0.21 1.327
O -4.09387 1.19590 0.98786 -1.00 -1.33 2.53 -0.638
O -4.20887 2.88890 -0.70814 0.49 -1.37 -0.62 -0.788
C -2.29787 0.94390 -0.74414 1.73 0.17 -2.31 0.152
H -2.62387 1.25890 -3.03014 -0.04 -1.45 2.12 0.386
H -1.66387 -0.17410 -2.78114 -0.80 0.12 1.49 0.235
H -3.58687 -1.31210 -1.34914 -0.49 1.85 -1.77 -0.676
H -3.93787 -0.79310 -3.07514 -1.15 -0.33 -0.37 0.295
H -5.35487 -0.06810 -0.82014 -1.67 -0.95 0.64 0.435
H -5.34287 1.21690 -2.08714 0.79 -1.53 0.34 0.291
H -2.02887 0.18990 0.06686 -0.02 1.02 -1.29 -0.108
H -1.65687 1.85090 -0.87414 -0.23 -0.83 0.95 0.050
C 7.96913 0.02090 0.31086 2.86 -2.41 1.09 -0.697
C 6.92113 -0.20110 -0.71214 -0.27 -6.27 2.66 -1.093
C 5.60513 -0.18710 0.02286 0.81 -2.33 -0.16 -0.439
S 5.78413 1.07890 1.16086 -0.40 3.62 -5.22 1.297
O 5.27513 0.80590 2.39786 -1.93 -1.60 5.77 -0.689
O 5.25813 2.22690 0.46086 0.21 0.63 0.18 -0.723
C 7.49813 1.19390 1.18786 5.95 2.95 -0.04 -0.470
H 8.99713 -0.04010 -0.26414 -1.65 1.20 1.50 0.301
H 8.06913 -0.84810 0.98386 -0.23 -0.02 -0.22 0.280
H 7.22713 -1.01410 -1.42014 -0.99 0.01 1.04 0.365
H 7.06613 0.55890 -1.23514 0.14 6.99 -5.11 0.537
H 5.49013 -1.07610 0.61586 0.19 -0.89 0.18 0.376
H 4.72213 -0.16410 -0.56014 -0.88 0.72 -0.56 0.464
H 8.10213 1.32990 2.30786 -2.25 -0.63 -3.29 0.286
H 7.87113 2.14990 0.50286 -1.49 -1.95 2.13 0.247
C -0.34587 0.59690 3.60986 0.61 3.40 3.37 -1.173
C 0.44413 1.98590 3.52986 0.59 -3.56 -4.80 -0.068
C 0.58413 2.45790 4.87486 -2.18 2.87 1.75 -0.813
S -1.13787 2.30390 5.41686 -1.60 5.00 1.27 1.178
O -1.73887 3.64990 5.07186 0.74 -3.10 0.80 -0.705
O -1.29187 1.78090 6.77786 0.44 0.47 -1.05 -0.709
C -1.61687 1.05990 4.34586 -0.39 -0.85 -2.76 -0.859
H 0.03313 0.01690 4.37786 2.17 -1.36 1.38 0.289
H -0.47687 -0.09610 2.87786 -0.58 -1.26 -2.91 0.844
H 0.10013 2.53790 2.58786 -0.39 0.28 2.16 0.164
H 1.43813 1.82790 3.17086 1.02 -0.70 -0.34 0.242
H 0.85713 3.57790 4.84186 -0.19 -1.94 1.02 0.340
H 0.92913 1.75190 5.62486 1.65 0.16 -0.39 0.383
H -2.09687 1.40890 3.45486 -1.62 0.89 0.27 0.416
H -2.16387 0.31690 4.88886 -0.28 -0.37 0.14 0.527
```
Positions in Å, forces in eV/Å.



# 2
The following is a quantum chemistry calculation of C33H49AsFN7O3RuSSi2 as an isolated structure, from OMol25.

Results
Charge: +2
Highest occupied orbital energy (spin up / spin down) in eV: -11.553 / -11.340
Energy in hartree: -5303.14553
Kohn-Sham gap (spin up / spin down) in Eh: 0.196 / 0.197

XYZ file:
```
98
Properties=species:S:1:pos:R:3:forces:R:3:mulliken_charge:R:1
Ru -0.13231 0.67043 -0.32965 -1.13 -0.48 -3.25 0.113
C -5.36907 1.30317 2.73870 0.13 -0.18 0.02 -0.806
C -4.63514 -0.03466 2.73951 -0.17 0.28 0.33 -0.389
N -4.08012 -0.37349 1.44045 0.19 -0.15 -0.16 -0.176
C -2.82866 -0.05387 1.09478 0.56 -0.47 -0.93 0.381
S -2.18375 -0.68538 -0.42007 0.56 0.17 0.29 -0.382
N -2.09564 0.66383 1.89074 -0.95 0.46 1.21 -0.712
N -0.85222 0.93395 1.50703 1.02 1.28 0.21 0.828
C -0.06845 1.57637 2.36824 -2.10 -0.79 -0.15 0.582
C -0.56584 2.02127 3.70163 0.05 -0.12 0.00 -1.619
C 1.27450 1.75931 1.94561 1.37 0.14 -0.64 0.424
C 2.26553 2.40438 2.70833 -0.79 -0.37 -0.26 -0.834
C 3.56170 2.41101 2.25314 0.22 -0.32 -0.71 -0.447
C 3.85610 1.76824 1.04779 -0.02 0.22 0.51 -1.198
C 2.83332 1.20489 0.31787 0.22 -0.17 -0.38 -0.424
N 1.56584 1.20988 0.72436 -0.10 0.54 0.76 0.273
H -5.60630 1.59422 3.75850 -0.04 0.03 0.10 0.322
H -6.30019 1.24556 2.18304 -0.08 0.02 -0.14 0.343
H -4.73884 2.07249 2.30230 0.04 0.12 -0.03 0.066
H -5.32086 -0.82738 3.04047 0.14 -0.07 -0.01 0.418
H -3.80109 0.00779 3.44356 -0.16 -0.14 -0.03 0.222
H -4.60332 -0.96586 0.81377 0.09 0.12 0.02 0.234
H -1.58443 1.67495 3.84313 0.06 0.04 0.04 0.256
H -0.55686 3.10935 3.76082 0.04 0.10 0.04 0.362
H 0.06237 1.62931 4.50141 0.03 0.03 0.05 0.466
H 2.00288 2.88126 3.63940 -0.08 -0.03 0.07 0.479
H 4.34599 2.89709 2.80703 0.09 0.08 0.16 0.464
H 4.86705 1.71158 0.68096 0.08 0.04 -0.10 0.481
H 3.04557 0.73720 -0.63383 -0.06 0.08 0.08 0.613
F 0.96788 -6.55454 -0.63313 0.01 -0.05 -0.10 -0.347
C 1.65058 -5.65361 -1.37453 -0.09 0.29 0.04 0.248
C 1.33481 -4.32841 -1.21772 0.20 -0.15 -0.06 -0.459
C 1.98671 -3.34280 -1.95694 0.07 -0.29 -0.06 0.515
C 1.66163 -1.92713 -1.72660 0.36 0.08 -0.38 1.278
O 0.92454 -1.57067 -0.80072 -0.16 -0.07 0.42 -0.927
C 2.31514 -1.04964 -2.65976 -0.32 0.43 0.17 0.529
C 3.20408 -1.51626 -3.57509 -0.13 0.13 0.18 -0.401
N 3.57852 -2.80337 -3.68535 0.16 0.39 -0.05 0.263
C 4.55598 -3.16232 -4.67639 0.12 -0.22 -0.36 -0.240
C 5.77300 -2.30404 -4.85248 -0.04 0.03 -0.03 -0.990
C 5.90546 -3.66813 -4.25197 0.04 -0.03 0.05 -0.468
C 2.95436 -3.74464 -2.90074 -0.37 -0.37 0.44 -0.355
C 3.27892 -5.09899 -3.02101 -0.09 -0.02 0.03 -0.751
C 2.64500 -6.08100 -2.27260 -0.11 0.63 0.12 -1.085
N 3.05004 -7.41096 -2.41128 0.12 -0.27 0.08 0.251
C 3.24082 -7.98970 -3.72251 0.01 -0.12 -0.15 -0.728
C 4.56716 -8.77021 -3.70607 -0.28 0.37 -0.75 -0.748
N 4.78458 -9.25087 -2.31196 0.46 -0.09 0.27 -0.107
C 3.50835 -9.67693 -1.68176 -0.67 -0.18 0.39 -0.775
C 2.66192 -8.41546 -1.43569 -0.13 0.03 0.19 -0.732
C 2.06476 0.43761 -2.68530 0.44 -0.62 -0.34 -0.391
O 2.90670 1.14020 -3.22665 0.28 0.00 -0.03 -0.822
O 0.96947 0.86444 -2.19354 -0.75 0.26 0.80 -0.049
H 0.56425 -4.02367 -0.52641 -0.06 -0.04 0.14 0.651
H 3.65355 -0.81700 -4.26588 0.10 0.01 0.07 0.819
H 4.11002 -3.60435 -5.56280 0.11 0.04 0.00 0.428
H 5.89881 -1.45758 -4.19364 -0.04 -0.01 0.10 0.327
H 6.13741 -2.12823 -5.85224 -0.07 -0.07 -0.10 0.267
H 6.11598 -3.71656 -3.19469 -0.05 0.02 0.12 0.237
H 6.35343 -4.45916 -4.83585 0.02 0.00 -0.08 0.307
H 4.06537 -5.38303 -3.69992 0.08 -0.04 -0.07 0.784
H 3.26644 -7.22215 -4.49257 0.02 -0.08 0.04 0.477
H 2.41018 -8.66478 -3.96256 0.01 0.04 -0.08 0.328
H 5.40737 -8.13264 -3.98582 0.00 -0.10 0.15 0.442
H 4.53237 -9.61865 -4.39051 0.06 -0.07 0.20 0.375
H 5.12357 -8.45377 -1.75800 0.11 -0.23 -0.16 0.384
H 5.48702 -9.99730 -2.28876 -0.11 0.20 0.05 0.351
H 3.71305 -10.18518 -0.73958 0.11 0.02 -0.11 0.386
H 3.00439 -10.38539 -2.34162 0.22 0.09 -0.06 0.355
H 2.85738 -8.01195 -0.43879 -0.05 -0.16 -0.08 0.516
H 1.59832 -8.68071 -1.49178 0.17 -0.07 0.04 0.416
C -2.65710 4.05333 0.81621 0.25 -0.01 -0.83 -0.461
Si -2.40964 4.22829 -1.07190 -1.18 0.06 0.45 0.345
C -4.08142 4.17202 -2.00263 0.74 0.07 0.33 -1.121
C -1.29030 5.68875 -1.58613 -0.16 -0.99 0.13 -1.026
As -1.48901 2.08328 -1.78326 1.88 0.37 1.54 0.579
Si -0.53788 2.35902 -4.01899 0.18 0.16 -0.62 0.707
C -1.80585 3.41892 -4.98449 0.30 -0.54 0.75 -1.235
C 1.05723 3.40442 -3.89098 -0.43 -0.55 0.04 -1.116
C -0.51000 0.61157 -4.79939 -0.02 0.55 0.41 -1.174
H -3.20811 4.88542 1.24496 -0.10 0.21 -0.07 0.527
H -1.69842 3.99208 1.32742 0.13 -0.04 0.03 0.135
H -3.21095 3.13954 1.02601 0.00 -0.09 -0.01 -0.297
H -4.79863 4.90302 -1.64281 -0.04 0.20 0.12 0.421
H -4.52577 3.18416 -1.88976 -0.03 -0.07 0.05 0.370
H -3.92911 4.34808 -3.06445 0.02 0.02 -0.14 0.310
H -1.80544 6.63489 -1.45684 -0.32 0.08 0.06 0.397
H -1.00376 5.60139 -2.63053 0.05 0.03 -0.14 0.288
H -0.38427 5.73006 -0.98794 0.13 -0.09 0.08 0.323
H -1.87865 4.42059 -4.57185 -0.03 0.18 0.06 0.296
H -2.79552 2.97255 -5.00059 -0.18 -0.06 -0.01 0.348
H -1.46983 3.51400 -6.01117 0.17 -0.02 -0.24 0.396
H 1.12420 4.13757 -4.68977 -0.29 0.13 -0.17 0.456
H 1.93803 2.76831 -3.94110 -0.11 0.01 0.08 0.358
H 1.10504 3.93165 -2.93777 -0.06 0.02 0.05 0.292
H -1.37513 0.46363 -5.44040 -0.13 0.11 -0.09 0.437
H -0.52459 -0.16678 -4.03842 0.05 0.02 0.07 0.193
H 0.37844 0.47097 -5.40737 0.22 0.04 -0.09 0.351
```
Positions in Å, forces in eV/Å.